ORCA calculation (ωB97M-V/def2-TZVPD) on a molecular structure, C2H5F5N3OP3 in a non-equilibrium geometry.

Calculated values
HOMO energy (eV): -9.88
Electronic energy (hartree): -1842.02100
Net charge: 0
M (g/mol): 274.99

The geometry in XYZ format:
```
19
Properties=species:S:1:pos:R:3:forces:R:3:mulliken_charge:R:1
C 2.2226 -1.0047 0.9890 -0.6818 -2.5027 1.2389 -0.899
C 1.3575 -1.7812 -0.0818 2.2616 -0.0131 -2.2887 -0.268
N 0.0916 1.4781 -1.4797 -1.7766 -2.4966 -0.0276 -0.260
N -1.3415 1.8952 0.6384 0.5826 -0.9176 -1.4776 0.055
N -2.2885 0.0571 -0.8412 1.3473 0.3645 -0.9425 0.139
O 0.0733 -1.2708 -0.1358 -3.4141 2.7640 -2.2192 -0.343
F -1.3378 2.4084 1.9241 -0.0406 0.4018 1.4315 -0.233
F -2.8995 -1.1762 -1.0838 0.2291 -0.1860 0.1806 -0.196
F 0.2879 3.6171 -0.2423 -0.0194 -0.2572 0.0797 -0.261
F -3.4197 0.6907 1.2318 -1.9652 0.6335 0.5313 -0.212
F -0.6862 -0.4867 -2.9476 -0.4534 0.2191 1.6413 -0.190
P 0.3636 2.0508 0.0671 -0.1282 0.9417 0.4261 0.280
P -1.9882 0.2561 0.9107 0.8711 -0.2077 0.7555 0.303
P -0.7218 0.1256 -1.5013 3.4558 -1.3304 0.4479 0.745
H 2.5034 -0.0936 0.5465 1.0026 0.9938 -0.7002 0.273
H 1.5197 -0.6358 1.7921 0.8085 -0.9634 -0.3599 0.251
H 3.1328 -1.6380 1.4104 -1.9897 1.5044 -0.8850 0.286
H 1.2989 -2.9249 -0.0821 0.1368 1.5079 0.7381 0.304
H 1.8320 -1.5672 -1.1145 -0.2265 -0.4560 1.4297 0.225
```
Positions in Å, forces in eV/Å.